{
  "formula": "C22H47FP2",
  "method": "ωB97M-V with the def2-TZVPD basis set",
  "elements": ["P", "P", "F", "C", "C", "C", "C", "C", "C", "C", "C", "C", "C", "C", "C", "C", "C", "C", "C", "C", "C", "C", "C", "C", "C", "H", "H", "H", "H", "H", "H", "H", "H", "H", "H", "H", "H", "H", "H", "H", "H", "H", "H", "H", "H", "H", "H", "H", "H", "H", "H", "H", "H", "H", "H", "H", "H", "H", "H", "H", "H", "H", "H", "H", "H", "H", "H", "H", "H", "H", "H", "H"],
  "coordinates": [[0.716, 4.119, 2.177], [0.635, 4.535, -0.005], [-1.414, 4.449, -1.943], [0.712, -0.047, -3.316], [3.680, -1.538, -1.926], [-0.754, -3.276, -0.658], [1.941, -0.942, -3.995], [3.114, -2.665, 0.537], [0.286, 2.282, 2.495], [-2.294, -3.222, -0.083], [-2.957, -1.719, -0.258], [1.710, -3.469, 0.272], [2.434, -2.046, -2.863], [0.354, -2.552, 0.365], [-2.045, 5.876, 0.094], [0.673, 1.856, -1.357], [2.543, 4.326, 2.815], [-2.603, -2.477, 3.548], [-4.355, -1.705, 0.598], [-2.845, -1.010, 2.811], [3.313, -1.299, -0.347], [-1.220, 4.565, -0.456], [1.213, 1.475, -2.887], [1.590, 3.117, -0.854], [-4.284, -0.913, 2.032], [-4.739, -2.817, 0.676], [2.424, -0.538, -0.296], [2.972, 5.386, 2.544], [-3.017, 5.998, -0.584], [-0.660, 2.040, 1.808], [2.297, 3.514, -1.728], [0.044, 2.155, 3.650], [-2.456, 5.602, 1.179], [4.250, -0.732, 0.129], [-0.474, -4.399, -0.863], [-3.256, -1.534, -1.399], [-1.435, 6.875, 0.097], [-1.909, -0.723, 2.168], [1.608, -4.306, 1.110], [-0.130, -2.487, 1.432], [-2.197, -0.869, 0.012], [-0.233, -0.022, -4.045], [1.222, 1.650, 2.153], [-5.083, -1.446, 2.743], [2.344, 2.674, -0.041], [2.807, -0.289, -4.434], [2.385, 1.530, -2.964], [3.990, -3.405, 0.204], [0.792, 0.981, -0.590], [-2.967, -3.977, -0.715], [3.239, 3.487, 2.355], [1.706, -4.008, -0.778], [3.298, -2.495, 1.702], [-0.470, 2.079, -1.472], [4.651, -2.219, -2.038], [0.700, 2.237, -3.641], [-2.270, -3.612, 1.021], [1.417, -1.588, -4.852], [-3.204, -3.352, 3.034], [1.472, -2.371, -2.282], [-2.827, -2.370, 4.706], [4.012, -0.474, -2.354], [2.483, 4.123, 3.980], [-2.885, -0.212, 3.698], [-0.646, -2.724, -1.711], [-1.700, 3.590, 0.017], [0.300, -0.533, -2.311], [0.464, -1.455, -0.028], [-4.665, 0.213, 1.950], [-1.452, -2.747, 3.471], [2.812, -3.023, -3.436], [-5.155, -1.127, -0.073]],
  "lumo_energy_ev": 0.61,
  "smiles": "CCCCCCCCCCCCCCCCCCP([C@@H](C)F)#P(C)C",
  "largest_force_ev_per_a": 2.955,
  "orbital_gap_ev": 8.83
}

***

{
  "formula": "C21H60FHfN4O9",
  "method": "ωB97M-V with the def2-TZVPD basis set",
  "elements": ["Hf", "F", "O", "O", "O", "O", "O", "O", "O", "O", "O", "N", "N", "N", "N", "C", "C", "C", "C", "C", "C", "C", "C", "C", "C", "C", "C", "C", "C", "C", "C", "C", "C", "C", "C", "C", "H", "H", "H", "H", "H", "H", "H", "H", "H", "H", "H", "H", "H", "H", "H", "H", "H", "H", "H", "H", "H", "H", "H", "H", "H", "H", "H", "H", "H", "H", "H", "H", "H", "H", "H", "H", "H", "H", "H", "H", "H", "H", "H", "H", "H", "H", "H", "H", "H", "H", "H", "H", "H", "H", "H", "H", "H", "H", "H", "H"],
  "coordinates": [[0.653, 2.846, 0.440], [0.238, 0.832, -0.089], [-2.482, -2.342, 2.032], [3.704, -0.220, 2.685], [0.142, 5.057, -0.148], [0.170, 4.221, 2.281], [-0.769, 2.889, -1.542], [0.254, 1.596, 2.538], [3.817, 0.385, -1.025], [-1.914, -5.297, -1.482], [-2.557, 1.509, -5.918], [-1.906, 1.085, -3.096], [-1.989, -1.635, -0.821], [2.683, 1.744, 1.130], [0.681, -0.975, 3.359], [-3.853, -2.166, 2.377], [-0.416, 3.708, 3.515], [3.748, 2.072, 2.156], [-0.161, -1.757, 2.423], [-0.964, 5.265, -1.074], [-2.321, -4.102, -0.881], [-2.450, -6.426, -0.840], [-1.615, -2.906, -1.486], [3.029, -0.770, -1.301], [-1.621, -1.580, 2.858], [3.285, 2.670, 3.480], [-0.087, -3.024, -1.419], [0.180, 0.037, -3.861], [-1.632, 0.556, -5.504], [-0.115, 2.243, 3.749], [4.597, 0.813, 2.353], [0.248, -3.236, 2.460], [4.341, -1.422, 3.121], [-1.074, 4.183, -2.110], [-3.459, 1.146, -6.943], [-0.933, 0.995, -4.232], [-2.084, 4.139, -2.514], [-4.498, -2.873, 1.869], [-1.477, 3.965, 3.520], [-4.160, -1.122, 2.266], [-3.037, 0.498, -7.712], [-2.014, -6.680, 0.136], [0.862, -0.234, -4.667], [0.306, -3.753, -2.132], [-3.878, 2.071, -7.330], [4.046, 3.287, 3.947], [-0.950, 1.753, 4.257], [5.209, 0.537, 1.484], [-0.316, 4.369, -2.874], [-1.298, -0.910, -0.975], [-1.180, 2.123, -2.142], [3.601, -2.097, 3.550], [4.745, 0.140, -1.118], [2.759, -1.301, -0.389], [-2.129, -4.068, 0.198], [0.532, 5.941, -0.050], [1.309, -3.327, 2.204], [-0.865, 0.282, -6.238], [-3.377, -3.929, -1.123], [-2.303, -7.316, -1.446], [-0.042, 4.232, 4.397], [-4.347, 0.606, -6.588], [-1.902, 5.342, -0.518], [0.625, 2.207, 4.553], [0.546, -1.434, 4.261], [-1.881, -2.749, -2.535], [2.437, 0.792, 1.456], [4.805, -1.926, 2.272], [-0.287, -3.803, 1.700], [-0.892, 6.225, -1.588], [-0.066, -1.438, 1.382], [-2.228, 0.121, -2.961], [0.115, -3.714, 3.432], [4.416, 2.776, 1.652], [3.091, 1.810, 4.129], [-1.747, -1.964, 3.876], [2.330, 3.195, 3.480], [-0.584, 2.028, -4.340], [0.228, -3.216, -0.393], [0.139, 5.177, 2.447], [3.382, -1.415, -2.110], [-2.783, 1.453, -3.478], [-2.147, -0.393, -5.278], [2.122, -0.478, -1.835], [3.224, 1.423, 0.298], [5.405, 1.009, 3.069], [-1.877, -0.521, 2.707], [0.394, 0.618, 2.828], [5.061, -1.256, 3.924], [-3.519, -6.288, -0.639], [0.403, -2.109, -1.762], [-0.240, -0.936, -3.589], [1.669, -1.169, 3.206], [-3.897, -2.377, 3.454], [-1.960, -1.726, 0.202], [0.756, 0.409, -3.013]],
  "lumo_energy_ev": -11.56,
  "largest_force_ev_per_a": 5.705,
  "relative_energy_ev": 0.000,
  "orbital_gap_ev": 3.25,
  "total_charge": 3
}

***

{
  "formula": "C2H4NO4",
  "method": "ωB97M-V with the def2-TZVPD basis set",
  "elements": ["O", "O", "O", "O", "N", "C", "C", "H", "H", "H", "H"],
  "coordinates": [[0.082, -0.242, -2.522], [-1.478, -0.619, 2.427], [-0.308, 0.960, -3.152], [0.552, 0.912, 1.163], [-0.129, -0.265, 0.537], [-0.957, -0.868, 1.346], [-0.332, 0.807, -1.760], [-1.495, 0.861, -1.460], [-1.370, -1.839, 0.672], [0.499, 0.730, 2.115], [0.306, 1.226, -1.121]],
  "lumo_energy_ev": 3.92,
  "largest_force_ev_per_a": 6.754,
  "relative_energy_ev": 8.570,
  "orbital_gap_ev": 7.53,
  "total_charge": -1
}

***

{
  "formula": "C2H8N2O3",
  "method": "ωB97M-V with the def2-TZVPD basis set",
  "elements": ["O", "O", "O", "N", "N", "C", "C", "H", "H", "H", "H", "H", "H", "H", "H"],
  "coordinates": [[0.710, -1.607, -0.606], [-0.558, 1.591, -0.412], [1.718, 1.618, 0.091], [-0.145, -0.902, 1.397], [-1.539, -1.191, -0.386], [0.743, 1.225, -0.863], [-0.290, -1.301, 0.116], [0.957, 1.824, -1.757], [0.716, -1.209, 1.829], [0.861, -0.062, -1.071], [-1.574, -1.330, -1.387], [-0.479, 1.805, 0.534], [-2.048, -0.358, -0.112], [-0.957, -0.934, 1.997], [1.887, 0.829, 0.630]],
  "lumo_energy_ev": 0.54,
  "smiles": "NC(N)=O.OCO",
  "largest_force_ev_per_a": 4.614,
  "relative_energy_ev": 1.000,
  "orbital_gap_ev": 9.49
}

***

| no. | HOMO level (eV) |
| --- | --- |
| 1 | -8.22 |
| 2 | -14.82 |
| 3 | -3.61 |
| 4 | -8.95 |